(1)
Entry from the Open Molecules 2025 dataset: 5 unconnected molecules or ions with the total composition C2H14N2O4 at a distorted geometry (the ωB97M-V functional and the def2-TZVPD basis).

Structure (XYZ):
```
22
Properties=species:S:1:pos:R:3:forces:R:3
O -0.8886 3.0549 0.7900 0.139 -0.077 0.373
O 1.8240 0.0877 3.3711 0.690 -0.502 1.022
O 0.9503 -2.7485 -0.4089 -0.074 -0.058 0.302
O -0.6535 -0.7902 2.2297 -0.224 0.105 0.456
N -1.4650 -0.8319 -0.7410 0.475 -0.569 -0.448
N 0.8480 0.9964 -3.0278 -0.296 -0.344 -0.593
C 0.2310 0.4487 -1.8987 0.040 0.423 0.332
C -0.8317 -0.3412 -1.9218 -0.845 -0.412 0.671
H -0.1830 -1.2476 2.9380 0.197 -0.145 -0.192
H -1.8218 -0.2033 -0.0441 0.086 0.231 -0.102
H 1.5696 1.6877 -2.9735 0.113 -0.121 0.486
H -2.1188 -1.5490 -0.9963 -0.310 0.042 0.372
H 0.9780 0.5254 3.3263 -0.001 0.294 -0.741
H -1.3124 -0.7858 -2.7860 0.449 0.454 -0.513
H -1.2300 -0.1928 2.7212 -0.139 -0.013 -0.213
H -1.4979 3.1674 0.0629 -0.182 0.002 -0.368
H 0.1090 -3.2162 -0.3809 0.080 -0.080 -0.120
H 0.7161 -1.9391 0.0644 0.001 0.100 -0.175
H 0.6083 0.7028 -0.9128 0.089 0.282 -0.102
H 1.0013 0.3230 -3.7569 0.137 0.092 -0.208
H -1.2881 3.5425 1.5170 0.047 0.029 -0.007
H 2.3016 0.1256 2.5410 -0.472 0.264 -0.234
```
Forces are in eV/Å.

Results
DFT total energy in eV: -13470.1484
SMILES string: N/C=C/N.O.O.O.O
Relative energy (zero: lowest compared OMol25 entry of this formula, charge and spin) in kcal per mole: 39.6
HOMO energy in eV: -7.1
Largest force on an atom in eV/A: 1.33

natural (NBO) population analysis, charges in e, atoms 1 to 8:
1. O -0.938
2. O -0.959
3. O -0.944
4. O -0.941
5. N -0.853
6. N -0.844
7. C -0.074
8. C -0.087

(2)
Entry from the Open Molecules 2025 dataset: 5 unconnected molecules or ions with the total composition C2H14N2O4 at a distorted geometry (the ωB97M-V functional and the def2-TZVPD basis).

Structure (XYZ):
```
22
Properties=species:S:1:pos:R:3:forces:R:3
O -0.4747 1.7362 -0.1860 -0.231 -0.338 1.486
O -0.8048 2.5598 -2.5302 -0.348 -0.223 -0.731
O 2.2930 -2.0441 1.1386 -1.424 0.118 -0.446
O 2.6429 0.4693 1.1496 -0.170 0.312 -0.335
N -1.2271 -0.5886 0.6479 1.787 0.102 -1.086
N 0.6643 -0.6973 -0.7139 -0.716 -0.401 1.999
C -2.3913 -0.4412 -0.2100 -0.923 -0.002 1.271
C -0.2299 -1.4246 0.1144 -2.635 0.495 -1.040
H -0.8092 0.3459 0.8827 -0.354 0.354 -0.101
H 0.4793 0.3047 -0.5461 0.331 0.932 -0.544
H -0.7320 -2.2707 -0.3681 0.573 -0.350 0.117
H -0.7723 2.2712 -1.5769 0.269 0.464 -0.103
H -0.5224 2.4309 0.4978 0.241 -0.383 -0.539
H -2.8075 -1.4041 -0.4873 0.233 -0.218 -0.236
H -2.0794 0.1651 -1.0631 -0.012 -0.133 -0.231
H 3.0551 0.9449 1.8740 0.012 -0.255 0.042
H 1.5660 -0.9670 -0.3807 1.706 -0.063 -0.692
H 2.6512 -0.5130 1.2973 0.143 0.285 0.404
H -0.5336 3.4757 -2.6105 0.037 -0.038 0.252
H -3.1604 0.0991 0.3436 0.069 0.131 -0.180
H 2.7190 -2.6257 1.7728 -0.149 -0.241 0.139
H 0.4741 -1.8266 0.9544 1.564 -0.548 0.553
```
Forces are in eV/Å.

Results
DFT total energy in eV: -13464.2218
Relative energy (zero: lowest compared OMol25 entry of this formula, charge and spin) in kcal per mole: 176.3
HOMO energy in eV: -9.3
Largest force on an atom in eV/A: 2.88

natural (NBO) population analysis, charges in e, atoms 1 to 8:
1. O -1.116
2. O -1.003
3. O -0.983
4. O -1.000
5. N -0.314
6. N -0.529
7. C -0.448
8. C -0.107

(3)
Entry from the Open Molecules 2025 dataset: 4 unconnected molecules or ions with the total composition C2H14NO3 at a distorted geometry (the ωB97M-V functional and the def2-TZVPD basis).

Structure (XYZ):
```
20
Properties=species:S:1:pos:R:3:forces:R:3
O 1.9662 -1.3587 0.5585 0.347 -0.233 0.266
O 1.9756 3.0434 1.1618 0.383 -1.672 -0.173
O -1.9392 -0.4298 1.3665 0.319 3.424 -0.194
N 0.0134 -0.7096 -0.9024 -1.563 0.801 -3.404
C -0.0919 0.7906 -0.7615 -3.552 -1.080 -0.689
C -1.4272 -1.4268 -1.1867 0.408 -0.855 -2.769
H -2.1711 -1.2654 1.6318 -0.743 -3.437 1.041
H 0.6531 -0.8514 -1.7104 -1.128 -0.200 -0.008
H -1.3171 -2.3360 -1.9547 0.296 2.046 1.929
H 0.3826 1.1136 0.1047 1.458 0.826 1.007
H 2.4154 -1.6608 1.3633 -0.016 0.276 -0.398
H -0.0687 1.3300 -1.6903 1.324 0.057 -0.416
H -1.1586 0.9230 -0.5726 0.060 0.137 0.589
H -2.2850 -0.7833 -1.6653 2.454 -0.355 0.864
H 2.5609 -0.8493 0.0010 0.704 -0.072 0.475
H -2.4680 0.1111 1.9756 0.334 0.175 -0.289
H 0.6870 -1.0188 -0.2006 -0.958 -1.091 1.558
H 2.6669 3.3306 1.7456 0.519 0.174 0.427
H 1.4576 3.8022 1.0054 -0.944 1.439 -0.293
H -1.8519 -1.7545 -0.2697 0.299 -0.359 0.478
```
Forces are in eV/Å.

Results
DFT total energy in eV: -9925.9597
Relative energy (zero: lowest compared OMol25 entry of this formula, charge and spin) in kcal per mole: 57.3
Net charge: +1
HOMO energy in eV: -14.6
Largest force on an atom in eV/A: 3.83

natural (NBO) population analysis, charges in e, atoms 1 to 8:
1. O -0.958
2. O -0.951
3. O -0.952
4. N -0.540
5. C -0.442
6. C -0.414
7. H 0.467
8. H 0.413